[1]
A molecular structure, C4H3IMoNO2S5 at a distorted geometry. Source: OMol25; level of theory: ωB97M-V/def2-TZVPD.

Last column: Löwdin spin population.
Cartesian coordinates (Å):
I (0.98988, 6.73227, -2.07276)  0.00
Mo (-1.22017, -1.49306, -0.82164)  1.89
S (0.21842, -0.68841, 0.70520)  -0.02
S (0.20702, -4.23566, 3.16914)  0.00
S (1.89988, -3.53214, 5.50119)  0.00
S (-1.17908, -3.59213, 0.25411)  0.05
S (1.34187, -1.58135, 3.31756)  0.01
O (-2.27672, -1.44968, -2.76918)  0.02
O (-1.32272, 0.49939, -2.37943)  0.03
N (-1.83827, -0.22098, -3.13077)  0.02
C (-0.06297, -3.17578, 1.70628)  0.00
C (0.41663, -1.95108, 1.90102)  0.01
C (0.45398, 4.69929, -2.29472)  0.00
C (1.19274, -3.16431, 4.09506)  0.00
H (0.58802, 4.76069, -3.38672)  0.00
H (-0.56249, 4.27558, -2.05789)  0.00
H (1.15397, 4.11737, -1.73644)  0.00

- Charge: -1
- E_HOMO (alpha / beta): -4.34 / -3.92 eV
- Multiplicity: 3

=====

[2]
C11H14 in the gas phase at a distorted geometry. Source: OMol25; level of theory: ωB97M-V/def2-TZVPD.

Last column: Löwdin charge in e.
Cartesian coordinates (Å):
C (1.08151, 0.78941, -0.22907)  -0.11
C (-1.15364, -1.35852, -1.30097)  -0.03
C (-0.61809, -0.46117, -0.20103)  -0.49
C (3.24518, -0.85070, 0.09757)  -0.05
C (2.27979, 1.39380, -0.23532)  -0.04
C (1.94411, -1.42276, 0.22505)  0.00
C (3.37842, 0.51919, -0.12457)  -0.08
C (-1.41216, 2.08012, 0.36537)  -0.03
C (0.89560, -0.57425, 0.01845)  -0.15
C (-1.27166, -0.83769, 1.16965)  -0.03
C (-0.53668, 1.03104, -0.49315)  -0.16
H (-0.92610, 2.35110, 1.29134)  0.07
H (-1.43034, -2.35166, -0.82035)  0.10
H (-0.77538, -1.89521, 1.31288)  0.12
H (-1.98916, -0.94352, -1.80400)  0.06
H (-1.51282, 2.94060, -0.22517)  0.04
H (-0.50606, -1.54570, -2.13213)  0.08
H (4.01409, -1.49754, 0.36370)  0.08
H (-2.28735, -1.14073, 1.12835)  0.05
H (4.35556, 0.87924, 0.00658)  0.08
H (-0.67758, 1.27671, -1.57585)  0.14
H (1.78380, -2.36801, 0.54958)  0.07
H (-1.05782, -0.05191, 1.92890)  0.09
H (-2.32773, 1.44455, 0.43950)  0.09
H (2.28871, 2.47918, -0.36918)  0.12

- Charge: 0
- E_HOMO: -8.82 eV
- Multiplicity: 1

=====

[3]
A molecular structure, C5H6O4Tm at a distorted geometry. Source: OMol25; level of theory: ωB97M-V/def2-TZVPD.

Last column: Löwdin spin population.
Cartesian coordinates (Å):
Tm (-2.78619, 0.86619, 0.76859)  1.02
O (0.42083, -1.66353, -0.01086)  0.01
O (-0.18197, -0.88817, -1.99607)  0.00
O (0.57849, 0.55022, -0.40875)  0.09
O (-0.97953, 0.81020, 1.85542)  0.22
C (0.50515, -3.95459, 0.43535)  0.00
C (0.30830, 0.91799, 1.89336)  0.17
C (1.14949, 0.84696, 0.82942)  0.47
C (0.23779, -0.67757, -0.80323)  0.02
C (0.63042, -2.98341, -0.45084)  0.00
H (2.22970, 0.94211, 0.86803)  0.01
H (0.64961, -4.98187, 0.10561)  0.00
H (0.24059, -3.75579, 1.47322)  0.00
H (0.21798, -0.30057, -2.65717)  0.00
H (0.89320, -3.08076, -1.50112)  0.00
H (0.77495, 1.14280, 2.86114)  0.00

- Charge: +3
- E_HOMO (alpha / beta): -20.71 / -20.71 eV
- Multiplicity: 3

=====

[4]
C4H8OS in the gas phase at a distorted geometry. Source: OMol25; level of theory: ωB97M-V/def2-TZVPD.

Last column: Löwdin charge in e.
Cartesian coordinates (Å):
S (0.36217, 0.95999, -1.40765)  0.79
O (0.12667, -0.84426, 0.86296)  -0.18
C (-0.42715, -0.68500, -1.23890)  -0.54
C (0.37264, 1.54908, 0.46939)  -0.35
C (-0.95616, -1.13623, 0.08227)  -0.32
C (1.06088, 0.32253, 0.97692)  -0.27
H (2.06078, 0.07418, 0.53668)  0.12
H (-0.61646, 1.85960, 0.75232)  0.06
H (-1.93137, -0.52459, 0.16593)  0.15
H (1.25001, 0.46198, 2.06911)  0.12
H (-1.30393, -0.93529, -1.94414)  0.08
H (0.99295, 2.56097, 0.54524)  0.12
H (-1.28194, -2.04982, -0.10596)  0.07
H (0.29091, -1.61315, -1.76417)  0.15

- Charge: 0
- E_HOMO: -8.44 eV
- Multiplicity: 1

=====

[5]
C3H5N3O in the gas phase at a distorted geometry. Source: OMol25; level of theory: ωB97M-V/def2-TZVPD.

Last column: Löwdin charge in e.
Cartesian coordinates (Å):
O (-2.84352, 1.01881, -0.05355)  0.00
N (3.25846, 0.13400, -0.03202)  0.07
N (1.06228, -0.29598, -0.23684)  0.06
N (-1.31815, -0.61244, 0.28825)  0.00
C (-2.58872, -0.20040, -0.21066)  -0.24
C (2.13226, 0.61349, -0.09607)  -0.39
C (-0.15355, 0.09251, 0.20966)  -0.20
H (-3.29322, -0.98317, -0.53875)  0.13
H (-1.15094, -1.72457, -0.02414)  0.21
H (-0.52955, 1.16226, 0.48461)  0.16
H (2.15566, 1.69822, 0.06858)  0.11
H (3.26897, -0.90273, 0.14093)  0.07

- Charge: 0
- E_HOMO: -9.86 eV
- Multiplicity: 1

=====

[6]
3 unconnected molecules or ions with the total composition C2H7OS2 at a distorted geometry. Source: OMol25; level of theory: ωB97M-V/def2-TZVPD.

Last column: Löwdin charge in e.
Cartesian coordinates (Å):
S (-0.91568, -1.26353, 0.34672)  -0.27
S (0.64613, -0.26001, 1.23531)  0.08
O (-1.24775, 2.03696, -2.64008)  -0.07
C (-0.98595, 0.91278, -2.27831)  -0.18
C (2.05673, -1.29646, 0.67414)  -0.57
H (2.61262, -0.79401, -0.13277)  0.00
H (2.88193, -1.33996, 1.41018)  0.00
H (1.76216, -2.28845, 0.34953)  -0.01
H (-0.94977, 0.60611, -1.20591)  -0.06
H (1.49637, 6.85391, 4.50191)  0.00
H (-0.72030, 0.12871, -3.00908)  0.07
H (1.34880, 6.75017, 3.80672)  0.00

- Charge: -1
- E_HOMO: -2.37 eV
- Multiplicity: 1

=====

[7]
C5H7NS in the gas phase at a distorted geometry. Source: OMol25; level of theory: ωB97M-V/def2-TZVPD.

Last column: Löwdin charge in e.
Cartesian coordinates (Å):
S (1.21008, 2.87300, 0.99885)  0.76
N (0.53028, -0.95003, 0.26294)  0.04
C (-0.44041, 0.96741, -0.30454)  -0.07
C (1.18805, 0.05542, 0.96133)  -0.14
C (-1.47642, -1.29074, -1.09036)  -0.04
C (-0.45726, -0.40502, -0.48455)  -0.37
C (0.66368, 1.25463, 0.54474)  -0.66
H (-0.94897, -1.95930, -1.77094)  0.07
H (-1.11178, 1.67342, -0.82179)  0.11
H (2.05483, -0.10344, 1.58632)  0.11
H (-2.29411, -0.75659, -1.69462)  0.11
H (0.69168, -1.95319, 0.42577)  0.17
H (-1.89057, -1.91687, -0.31295)  0.07
H (2.28091, 2.51131, 1.69981)  -0.15

- Charge: 0
- E_HOMO: -7.70 eV
- Multiplicity: 1

=====

[8]
2 unconnected molecules or ions with the total composition C19H29N2O at a distorted geometry. Source: OMol25; level of theory: ωB97M-V/def2-TZVPD.

Last column: Löwdin charge in e.
Cartesian coordinates (Å):
O (-2.06283, -3.51907, 3.54593)  -0.13
N (0.66303, 2.83514, -0.87494)  -0.06
N (-0.42583, -1.55486, 2.52769)  -0.19
C (0.71664, -4.08811, -2.49218)  -0.05
C (0.19664, -2.75252, 3.07846)  -0.16
C (-0.34846, 3.15560, -1.89066)  -0.12
C (-1.83613, -1.23772, 2.72534)  -0.16
C (1.12279, -3.02036, -1.68746)  -0.01
C (0.99342, 5.24382, -2.49288)  -0.19
C (-0.71040, -3.58583, 3.97485)  -0.19
C (-1.07478, -1.99833, -1.94298)  -0.01
C (-2.57726, -2.19966, 3.64862)  -0.19
C (0.22618, -1.96665, -1.37432)  -0.21
C (0.67289, -0.83871, -0.60336)  0.00
C (1.96000, 4.91325, -1.35169)  -0.17
C (0.44918, -0.41983, 2.49470)  -0.10
C (0.18613, 0.45306, -0.81059)  -0.05
C (1.36384, 3.98856, -0.29577)  -0.12
C (-0.59596, -4.13510, -2.99081)  -0.05
C (-1.47565, -3.07407, -2.73340)  -0.06
C (0.89628, 1.61103, -0.41331)  0.00
C (0.23024, 4.02361, -3.00820)  -0.16
H (2.86111, 4.44558, -1.76469)  0.12
H (-1.16620, 3.70522, -1.39612)  0.15
H (2.15276, 3.60790, 0.35923)  0.13
H (-0.74607, 0.57458, -1.37675)  0.10
H (2.15671, -2.94945, -1.33605)  0.12
H (1.55753, 5.68042, -3.32399)  0.12
H (-0.08233, 0.50317, 2.74901)  0.09
H (-1.74549, -1.15493, -1.77632)  0.11
H (-0.44251, -4.64883, 3.89772)  0.13
H (0.84228, -0.27707, 1.48694)  0.01
H (1.31804, -0.56722, 3.15162)  0.09
H (1.08523, -2.44633, 3.64674)  0.11
H (1.76193, 1.50309, 0.26508)  0.16
H (-2.48550, -3.08754, -3.14258)  0.11
H (1.61835, -0.97973, -0.05976)  0.13
H (0.89980, 3.40262, -3.61515)  0.12
H (-2.50660, -1.83022, 4.68878)  0.13
H (-3.62909, -2.28900, 3.34405)  0.13
H (0.52350, -3.40723, 2.25172)  0.12
H (0.27447, 6.00137, -2.15436)  0.12
H (-2.36065, -1.26213, 1.75221)  0.11
H (-0.75796, 2.23710, -2.31751)  0.11
H (2.27313, 5.83953, -0.85923)  0.12
H (-1.91328, -0.21827, 3.12896)  0.11
H (-0.61034, -3.23566, 5.02028)  0.13
H (-0.59436, 4.33772, -3.65728)  0.13
H (1.42032, -4.89088, -2.72191)  0.11
H (-0.92383, -4.98722, -3.59008)  0.12
H (0.64914, 4.56016, 0.31639)  0.14

- Charge: +1
- E_HOMO: -10.34 eV
- Multiplicity: 1

=====

[9]
C5H11NO in the gas phase at a distorted geometry. Source: OMol25; level of theory: ωB97M-V/def2-TZVPD.

Last column: Löwdin charge in e.
Cartesian coordinates (Å):
O (0.48952, 2.10631, 0.20767)  0.05
N (-0.80243, 0.29596, 0.68121)  0.03
C (1.54669, -1.50162, 0.85953)  -0.10
C (-0.74948, 1.24673, -1.60380)  0.00
C (-0.87779, -1.15530, 0.40412)  -0.20
C (0.42981, -1.75248, -0.12104)  -0.25
C (-0.20630, 1.18522, -0.17063)  -0.56
H (-1.74418, -1.28389, -0.24508)  0.11
H (2.46600, -1.93789, 0.46343)  0.07
H (0.14953, -2.80324, -0.17231)  0.11
H (-1.09310, -1.58464, 1.38247)  0.12
H (1.77108, -0.44180, 0.95984)  0.07
H (1.39458, -1.94788, 1.84004)  0.08
H (-0.00644, 1.71247, -2.24057)  0.08
H (0.67018, -1.43153, -1.12808)  0.10
H (-1.25280, 0.36026, -1.96782)  0.07
H (-0.94004, 0.60111, 1.62965)  0.13
H (-1.52580, 1.98327, -1.41695)  0.09

- Charge: 0
- E_HOMO: -9.41 eV
- Multiplicity: 1